{
  "formula": "C40H47CsIN4O3SbSe3Te",
  "method": "ωB97M-V with the def2-TZVPD basis set",
  "species": ["Cs", "C", "C", "N", "C", "C", "C", "O", "C", "C", "N", "C", "C", "C", "C", "C", "C", "I", "C", "O", "H", "H", "H", "H", "H", "H", "H", "H", "H", "H", "H", "H", "N", "C", "C", "C", "C", "N", "H", "H", "H", "H", "H", "H", "H", "H", "H", "H", "H", "H", "Se", "Se", "Te", "Se", "C", "C", "C", "C", "C", "C", "Sb", "C", "C", "C", "C", "C", "C", "C", "C", "C", "C", "C", "C", "H", "H", "H", "H", "H", "H", "H", "H", "H", "H", "H", "H", "H", "H", "H", "C", "C", "C", "O", "C", "H", "H", "H", "H", "H", "H", "H", "H"],
  "positions_angstrom": [[-2.101815, -0.749641, -0.955037], [1.698870, 2.789910, -3.544752], [0.770237, 3.612417, -2.731478], [1.050578, 4.903686, -2.556976], [0.261720, 5.710048, -1.876624], [-0.898847, 5.283098, -1.246694], [-1.629109, 6.332755, -0.428192], [-1.395390, 6.140770, 0.998688], [-1.269983, 3.948739, -1.387215], [-2.413184, 3.391559, -0.668952], [-3.661645, 3.350404, -1.023217], [-4.079415, 3.241186, -2.336469], [-3.643369, 3.969787, -3.485566], [-4.089888, 3.650323, -4.740662], [-5.079047, 2.710996, -4.927709], [-5.641337, 2.110438, -3.855588], [-5.146970, 2.305395, -2.557717], [-5.478772, 1.045937, -0.954872], [-0.416087, 2.998457, -2.135226], [-0.662640, 1.803632, -2.422739], [2.348513, 2.159683, -2.878569], [2.337323, 3.513322, -4.113990], [1.169439, 2.046690, -4.143178], [0.648369, 6.746333, -1.813945], [-2.692174, 6.244404, -0.581785], [-1.267650, 7.318503, -0.873804], [-1.182757, 6.989491, 1.434300], [-2.118618, 2.830244, 0.285271], [-2.928944, 4.772886, -3.319312], [-3.696165, 4.231580, -5.587207], [-5.399799, 2.417934, -5.932665], [-6.465699, 1.375021, -3.965193], [-1.218455, -0.481741, 2.561094], [-0.182611, -0.995445, 3.423435], [1.029079, -0.016098, 3.534860], [1.737429, 0.245973, 2.210706], [2.867276, 1.357288, 2.395466], [2.260041, 2.653830, 2.420358], [-1.187385, 0.523044, 2.603656], [-2.153185, -0.785643, 2.889367], [0.184462, -1.899363, 2.930207], [-0.535189, -1.316549, 4.404591], [1.722033, -0.540822, 4.169611], [0.831708, 0.981765, 4.014546], [1.119492, 0.526123, 1.376077], [2.319129, -0.656892, 1.892428], [3.617412, 1.211340, 1.599329], [3.371403, 1.169415, 3.355615], [2.159520, 3.038345, 1.490451], [2.751791, 3.322702, 3.041750], [-3.185650, -4.297466, -0.485562], [-2.957100, -3.674731, 1.721250], [-5.556963, -3.598575, 2.106157], [-4.894370, -1.720384, 3.525826], [1.318677, -5.726292, -5.350015], [2.522432, -5.132755, -5.010087], [2.741591, -4.749815, -3.653116], [1.876897, -5.164271, -2.678271], [0.666370, -5.815462, -3.043947], [0.387441, -6.056626, -4.371806], [1.804233, -4.105089, -0.800759], [3.672406, -2.897462, -0.930908], [3.565581, -1.596322, -1.377391], [4.739415, -0.867310, -1.557339], [6.005435, -1.407859, -1.289630], [6.068432, -2.721029, -0.901113], [4.919706, -3.496036, -0.778448], [2.081807, -5.407779, 0.839200], [1.237372, -6.477752, 1.010456], [1.172661, -7.120862, 2.244924], [2.125947, -6.896229, 3.203227], [3.100141, -5.936559, 2.954667], [3.027375, -5.120233, 1.836019], [1.038063, -5.840211, -6.371866], [3.287249, -5.058735, -5.774516], [3.700316, -4.299408, -3.327526], [0.022514, -6.253657, -2.328264], [-0.599450, -6.416048, -4.603186], [2.589680, -1.196153, -1.579815], [4.642746, 0.216721, -1.808746], [6.927673, -0.879099, -1.412142], [6.994243, -3.221524, -0.706266], [5.026580, -4.541164, -0.751272], [0.600510, -6.747767, 0.158680], [0.344395, -7.794340, 2.406468], [2.248361, -7.443787, 4.112783], [3.992252, -5.881212, 3.599911], [3.738862, -4.295995, 1.691228], [-4.047139, 3.250234, 4.089088], [-3.022200, 4.245865, 4.515214], [-1.635498, 3.578720, 4.083701], [-1.979084, 2.381130, 3.316607], [-3.292643, 1.958462, 3.772415], [-4.465154, 3.630093, 3.133593], [-4.919897, 3.215003, 4.732970], [-3.063152, 4.355869, 5.618714], [-3.124999, 5.243575, 4.041548], [-1.119452, 3.314695, 5.013140], [-1.045039, 4.288962, 3.487497], [-3.112196, 1.336641, 4.652973], [-3.787072, 1.306772, 3.037257]],
  "atomic_forces_ev_per_a": [[0.09, -0.25, 0.38], [1.13, -0.09, 0.30], [-1.10, 1.14, 1.24], [0.82, -1.11, -1.08], [0.23, 0.60, 0.35], [0.24, 0.52, 0.14], [0.66, 0.11, -0.41], [0.29, 0.90, -0.30], [1.13, -1.31, -0.88], [-1.03, -0.82, 0.49], [1.97, -1.03, 1.14], [-1.47, 0.71, -1.92], [0.22, -0.16, 1.77], [0.45, 1.06, -0.76], [-0.05, 0.15, -1.53], [-1.20, -1.91, 1.94], [1.74, 1.12, -0.35], [-0.92, -0.48, 0.15], [0.43, 1.86, -0.75], [-0.84, -0.90, 0.87], [-0.32, 0.56, -0.43], [-0.46, -0.94, 0.24], [-0.04, 0.32, -0.26], [-0.59, -0.47, 0.17], [-0.53, 0.13, -0.08], [-0.49, -0.93, 1.12], [-0.21, -0.65, -0.60], [-0.81, 1.28, -0.61], [0.01, -0.22, -0.18], [-0.13, -0.45, 0.31], [0.01, 0.32, 0.33], [0.71, 0.49, -0.07], [-1.05, 0.15, -0.10], [0.95, 0.28, -0.45], [-0.86, 0.04, -0.20], [2.55, -0.06, 0.39], [-0.81, -1.69, -0.14], [0.31, 1.40, 0.81], [-0.30, 0.40, 0.14], [0.56, 0.10, -0.45], [0.32, -0.23, 0.23], [-0.06, 0.25, 0.22], [0.60, -0.08, 0.46], [-0.38, -0.93, -0.36], [-0.55, 0.21, -0.18], [-0.68, 0.30, 0.17], [-0.09, 0.17, 0.13], [-0.11, 0.02, -0.21], [-0.05, 0.18, 0.12], [-0.47, -0.61, -0.93], [0.72, -0.36, -1.25], [-1.00, -0.39, -0.04], [1.17, -0.14, -0.06], [-0.48, 1.22, 1.04], [-0.09, 0.51, 0.37], [-0.04, -0.07, 0.98], [1.52, -0.78, -1.21], [-1.42, 0.00, 0.69], [1.61, -0.11, -0.52], [0.07, 0.45, 0.38], [-0.51, 1.64, -0.21], [-0.71, -2.20, -0.36], [0.85, -0.05, 0.37], [0.07, 1.69, 0.06], [-1.07, 0.05, -0.05], [-0.27, -0.96, 0.10], [-0.05, 1.70, -0.52], [1.48, 0.14, 0.09], [-0.64, 0.08, -0.26], [-0.77, -0.55, -0.63], [0.95, 0.62, -0.20], [0.88, 0.25, 0.10], [0.13, 0.07, -0.30], [0.11, -0.35, -0.69], [0.01, 0.52, 0.11], [-0.68, -0.03, -0.54], [-0.80, 0.22, 0.88], [-0.09, -0.37, -0.31], [-0.19, 0.44, -0.01], [0.19, -1.04, -0.06], [0.15, 0.59, -0.06], [0.65, -0.01, -0.09], [-0.02, -1.26, 0.72], [-0.18, -0.04, 0.72], [0.10, -0.33, 0.09], [-0.51, -0.45, 0.38], [-0.69, 0.25, -0.07], [-0.26, -0.41, 0.13], [-1.02, 0.24, -2.09], [1.71, 0.36, 0.63], [-1.54, -0.01, 0.04], [-0.40, 1.47, 0.45], [0.46, -0.19, 0.46], [0.15, -0.41, 0.23], [0.13, -0.54, 0.37], [0.27, 0.18, -0.53], [-0.09, -0.59, 0.32], [0.28, -0.21, -0.27], [-0.04, -0.64, -0.02], [-0.27, 0.00, 0.25], [0.32, 0.36, 0.02]],
  "lumo_ev": 3.53,
  "e_homo_ev": -0.5,
  "charge": -2,
  "e_above_lowest_ev": 1.591
}

=====

{
  "formula": "C9H14O",
  "method": "ωB97M-V with the def2-TZVPD basis set",
  "species": ["C", "C", "C", "C", "C", "C", "C", "O", "H", "H", "H", "H", "H", "H", "H", "H", "C", "C", "H", "H", "H", "H", "H", "H"],
  "positions_angstrom": [[1.406665, -1.467723, 1.747688], [-0.971907, -0.848610, 1.265814], [0.203828, -1.460659, 0.837006], [-1.965646, -0.452280, 0.377213], [0.330055, -1.822566, -0.502644], [-1.792920, -0.853630, -0.939130], [-0.715278, -1.602640, -1.385427], [-2.783388, -0.465884, -1.812956], [-1.048152, -0.707582, 2.339180], [-2.880559, 0.046278, 0.648131], [1.948210, -2.404081, 1.604048], [1.186368, -1.407329, 2.808755], [1.306985, -2.156499, -0.813186], [-0.815676, -2.063636, -2.358821], [-2.672795, -0.898114, -2.664918], [2.095220, -0.677890, 1.458385], [0.793588, 3.051385, 0.009757], [1.017626, 1.713818, -0.676672], [0.131052, 3.754421, -0.511971], [0.312225, 2.957550, 0.984774], [1.720391, 3.621790, 0.095095], [1.546559, 1.072176, 0.021651], [1.579127, 1.808678, -1.576971], [0.068417, 1.263022, -0.954809]],
  "atomic_forces_ev_per_a": [[0.15, -1.01, -0.44], [-0.10, 0.02, 0.27], [0.07, 0.82, -0.12], [0.75, -0.87, 0.06], [0.10, 0.28, 0.54], [-0.81, 0.22, -0.64], [-0.34, -0.04, 0.47], [-0.17, -0.12, 0.14], [-0.24, 0.42, -0.10], [-0.02, 0.13, 0.19], [0.15, -0.04, 0.06], [-0.23, 0.23, 0.03], [-0.04, -0.55, -0.33], [0.56, 0.24, -0.27], [0.12, 0.01, 0.00], [0.02, 0.24, 0.15], [-0.30, 0.95, -0.18], [-0.72, 0.32, 0.70], [0.00, -0.41, -0.37], [0.33, -0.21, 0.13], [0.11, -0.20, 0.36], [0.04, -0.32, -0.15], [0.61, 0.14, -0.66], [-0.05, -0.24, 0.17]],
  "lumo_ev": 0.89,
  "smiles": "Cc1ccc(O)cc1.CC",
  "e_homo_ev": -8.4,
  "charge": 0,
  "e_above_lowest_ev": 0.422
}

=====

{
  "formula": "CH3NOS",
  "method": "ωB97M-V with the def2-TZVPD basis set",
  "species": ["C", "N", "O", "S", "H", "H", "H"],
  "positions_angstrom": [[2.003411, -1.015372, 0.553983], [-0.574226, 0.210216, -0.695807], [2.720830, -0.139458, 0.447869], [-1.887740, 0.491741, 0.377425], [-1.904312, -0.600969, 1.154129], [-0.697399, 0.632860, -1.643021], [0.339437, 0.420984, -0.194576]],
  "atomic_forces_ev_per_a": [[1.08, 0.94, -0.01], [1.35, 0.02, 0.63], [-0.90, -1.09, 0.11], [-0.16, 0.88, -0.23], [0.28, -0.42, -0.45], [0.18, -0.46, 1.55], [-1.82, 0.13, -1.60]],
  "lumo_ev": 0.79,
  "e_homo_ev": -8.7,
  "charge": 0,
  "e_above_lowest_ev": 1.582
}

=====

> What is the formula in the third record?

CH3NOS

=====

> What is the formula in the first record?

C40H47CsIN4O3SbSe3Te